No. 1
Entry from OMol25: 2 unconnected molecules or ions with the total composition C3H11NOS2 (the ωB97M-V functional and the def2-TZVPD basis).

Values from the calculation:
- Maximum force: 1.0 eV/A
- SMILES: NCCCSS.O
- ΔE to the lowest compared entry with this formula, charge and spin: 29.2 kJ/mol
- Kohn-Sham gap: 9.3412 eV

Each line ends with the natural charge from an NBO analysis.
CARTESIAN COORDINATES (ANGSTROEM)
N1 -0.906328 -1.656316 0.767550  -0.85
C1 -0.907248 -0.532770 -0.169779  -0.21
C2 -0.322756 -0.961382 -1.504801  -0.42
C3 -0.309753 0.170834 -2.535213  -0.51
S1 0.848352 1.489310 -2.012269  0.06
S2 1.506573 2.189970 -3.825647  -0.14
H1 -1.255333 -1.372159 1.669962  0.36
H2 -0.012458 -2.117359 0.809041  0.36
H3 -1.913917 -0.154167 -0.286466  0.19
H4 -0.282674 0.279260 0.233780  0.16
H5 0.731127 -1.199447 -1.341268  0.20
H6 -0.888108 -1.807164 -1.899289  0.22
H7 0.176990 -0.203325 -3.433497  0.23
H8 -1.292523 0.574999 -2.771795  0.21
H9 2.796291 1.849990 -3.660325  0.13
O1 0.354881 0.956561 6.593530  -0.94
H10 0.419352 1.873492 6.881114  0.47
H11 1.257532 0.619673 6.485370  0.47

Forces on atoms 1 to 3 (eV/Å):
-0.8 0.0 -0.6
0.9 -0.2 0.5
-0.2 0.8 0.1

No. 2
Entry from OMol25: a molecular structure, C20H25IrN2O2S2 (the ωB97M-V functional and the def2-TZVPD basis).

Values from the calculation:
- Total charge: +1
- Maximum force: 0.8 eV/A
- 2S+1: 6
- Kohn-Sham gap (spin up / spin down): 7.7583 / 6.6726 eV
- <S²>: 8.7996

Each line ends with the Löwdin charge.
CARTESIAN COORDINATES (ANGSTROEM)
Ir1 1.079869 -0.536228 -0.860491  0.96
S1 3.342828 -1.281226 -0.901025  0.72
C1 3.787497 -1.080697 0.722687  -0.70
C2 5.170058 -1.355848 1.011872  -0.25
N1 6.282453 -1.559994 1.226979  0.23
C3 2.948282 -0.693300 1.773929  -0.71
S2 1.322618 -0.316894 1.606002  0.79
C4 3.486354 -0.613298 3.110528  -0.26
N2 3.891970 -0.560105 4.185924  0.21
C5 1.879752 3.811617 -0.955600  -0.14
C6 1.805828 3.644033 -2.479666  -0.13
C7 1.397060 2.187785 -2.668772  -0.14
O1 1.717806 1.531205 -1.402565  -0.39
C8 2.381943 2.461007 -0.502688  -0.17
H1 0.891292 4.004815 -0.536701  0.11
H2 2.550415 4.613099 -0.651717  0.13
H3 2.779521 3.828023 -2.931329  0.12
H4 1.086865 4.318474 -2.940094  0.12
H5 1.947713 1.688012 -3.461666  0.13
H6 0.328710 2.064672 -2.839173  0.12
H7 3.459279 2.360807 -0.633243  0.14
H8 2.111008 2.191290 0.514112  0.09
C9 -1.197484 2.201956 0.449510  -0.06
C10 -2.547952 1.472338 0.478725  -0.35
C11 -3.249681 1.513894 -0.886762  -0.04
C12 -2.444549 0.069223 1.022582  -0.10
C13 -2.986909 -0.240805 2.237809  0.01
C14 -2.887598 -1.536381 2.771233  0.02
C15 -2.270877 -2.578106 2.052499  0.01
C16 -1.703873 -2.353821 0.830516  -0.11
C17 -1.188741 -3.516394 0.006863  -0.35
C18 0.324129 -3.523811 -0.208966  -0.07
C19 -1.944098 -3.626569 -1.325229  -0.04
C20 -1.703154 -0.980283 0.333420  -0.28
O2 -1.021928 -0.661085 -0.695814  -0.18
H9 -1.362904 3.244785 0.175509  0.09
H10 -0.521673 1.765100 -0.287831  0.04
H11 -0.710160 2.182138 1.427205  0.09
H12 -3.177711 2.008300 1.191002  0.14
H13 -2.644844 1.033900 -1.656750  0.08
H14 -3.415855 2.550605 -1.181213  0.09
H15 -4.220643 1.016335 -0.849825  0.09
H16 -3.498469 0.530381 2.800978  0.13
H17 -3.317403 -1.744462 3.743318  0.13
H18 -2.266186 -3.581663 2.463180  0.13
H19 -1.422330 -4.407657 0.592449  0.14
H20 0.612069 -2.657545 -0.823403  -0.02
H21 0.625430 -4.399149 -0.786830  0.10
H22 0.887990 -3.499970 0.722642  0.09
H23 -1.715515 -2.785930 -1.981846  0.08
H24 -3.023911 -3.656469 -1.166601  0.09
H25 -1.654279 -4.546079 -1.835667  0.09

Forces on atoms 1 to 3 (eV/Å):
0.7 0.0 0.5
-0.5 0.2 -0.2
0.2 0.0 0.3

No. 3
Entry from OMol25: a molecular structure, C18H12N4O7PtSbSe4 (the ωB97M-V functional and the def2-TZVPD basis).

Values from the calculation:
- Total charge: -1
- Maximum force: 0.8 eV/A
- ΔE to the lowest compared entry with this formula, charge and spin: 0.0 kJ/mol
- Kohn-Sham gap: 5.6946 eV

Each line ends with the natural charge from an NBO analysis.
CARTESIAN COORDINATES (ANGSTROEM)
Pt1 -0.814198 1.153854 0.126020  0.92
N1 -1.757537 0.539223 1.988349  -0.81
C1 -1.134683 -0.684614 2.407923  0.12
C2 -0.459716 -0.759603 3.610634  -0.24
C3 0.238800 -1.917171 3.926796  -0.20
C4 0.248673 -2.978127 3.036015  -0.22
C5 -0.431115 -2.881860 1.829362  -0.19
C6 -1.132188 -1.732135 1.488624  0.04
C7 -1.819844 -1.592930 0.176316  -0.17
C8 -2.518038 -2.696148 -0.323583  -0.19
C9 -3.162133 -2.648250 -1.545827  -0.22
C10 -3.126724 -1.480559 -2.292107  -0.22
C11 -2.452603 -0.366226 -1.817086  -0.17
C12 -1.794304 -0.416099 -0.590903  -0.06
H1 -1.746265 1.267467 2.694345  0.41
H2 -2.716640 0.380809 1.687101  0.42
H3 -0.468540 0.084176 4.291469  0.21
H4 0.778014 -1.980691 4.862788  0.21
H5 0.806083 -3.876041 3.268068  0.21
H6 -0.377932 -3.691498 1.113162  0.22
H7 -2.561022 -3.599077 0.273923  0.21
H8 -3.699382 -3.515763 -1.907598  0.21
H9 -3.628677 -1.425692 -3.249802  0.22
H10 -2.433548 0.543972 -2.397838  0.24
Se1 0.209163 1.769951 -1.964577  -0.40
Sb1 -1.181807 3.921592 -1.996056  1.04
Se2 -2.660141 2.675569 -0.261950  -0.44
Se3 -0.100329 5.818498 -1.068831  -0.69
Se4 -2.448232 4.022467 -4.006025  -0.71
O1 7.078104 1.059054 1.186259  -0.39
N2 6.172312 1.816408 1.480593  0.54
O2 6.317985 2.860126 2.088976  -0.39
C13 4.809048 1.384078 1.195312  -0.07
C14 4.595340 0.191195 0.525886  -0.11
C15 3.312278 -0.227273 0.279406  -0.10
C16 2.143775 0.504382 0.693462  0.52
O3 0.979917 0.034544 0.571512  -0.72
C17 2.469793 1.753772 1.329179  -0.10
C18 3.750335 2.169192 1.604343  -0.10
N3 1.424670 2.661578 1.820885  0.55
O4 0.386323 2.814050 1.179700  -0.41
O5 1.660952 3.295490 2.820900  -0.34
N4 3.190641 -1.516702 -0.436259  0.54
O6 4.223621 -1.998951 -0.874640  -0.41
O7 2.091091 -1.980511 -0.628108  -0.34
H11 5.427263 -0.410305 0.195528  0.28
H12 3.924115 3.098479 2.124753  0.28

Forces on atoms 1 to 3 (eV/Å):
0.3 0.2 0.2
-0.1 -0.1 0.0
0.1 0.1 0.0

No. 4
Entry from OMol25: 3 unconnected molecules or ions with the total composition C3H8N (the ωB97M-V functional and the def2-TZVPD basis).

Values from the calculation:
- Total charge: +1
- Maximum force: 5.0 eV/A
- ΔE to the lowest compared entry with this formula, charge and spin: 554.4 kJ/mol
- Kohn-Sham gap: 5.9902 eV

Each line ends with the natural charge from an NBO analysis.
CARTESIAN COORDINATES (ANGSTROEM)
C1 0.904823 -0.596383 1.145002  -0.77
C2 0.808056 -0.643806 -0.312053  0.35
C3 1.291113 0.501830 -1.031523  -0.07
N1 2.010803 1.428085 -0.549455  -0.35
H1 0.844939 -1.531432 1.667078  0.28
H2 1.838460 -0.019178 1.397820  0.33
H3 0.122114 0.113452 1.578078  0.35
H4 0.473782 -1.578385 -0.755909  0.26
H5 1.170673 0.475523 -2.103364  0.22
H6 2.221141 2.210713 -1.159211  0.39
H7 -5.601386 0.387123 -0.006714  -0.01
H8 -6.084517 -0.747546 0.130256  0.01

Forces on atoms 1 to 3 (eV/Å):
-0.1 1.2 -0.2
1.1 0.2 3.1
0.3 0.2 -2.7

No. 5
Entry from OMol25: a molecular structure, C4H2AlLiO2 (the ωB97M-V functional and the def2-TZVPD basis).

Values from the calculation:
- Total charge: +2
- Maximum force: 8.0 eV/A
- ΔE to the lowest compared entry with this formula, charge and spin: 173.6 kJ/mol
- Kohn-Sham gap (spin up / spin down): 7.5560 / 5.7609 eV

Each line ends with the natural charge from an NBO analysis.
CARTESIAN COORDINATES (ANGSTROEM)
O1 -1.132950 1.306602 -0.950839  -0.87
C1 -1.960339 0.536443 -0.046723  0.42
C2 -1.282901 -0.309904 0.712657  -0.39
C3 0.471101 -0.184829 0.651186  -1.02
C4 1.373741 -1.112759 0.639965  0.74
O2 1.694938 -2.115522 0.068498  -0.32
Li1 -0.762210 -1.006978 -1.227214  0.97
H1 -1.688466 1.855614 -1.514245  0.60
H2 -1.696741 -1.035636 1.411277  0.33
Al1 0.633730 1.480860 -0.246153  1.55

Forces on atoms 1 to 3 (eV/Å):
-1.4 -0.5 0.7
1.9 -0.2 -0.2
2.8 -0.5 1.2